Density functional theory data (the ωB97M-V functional and the def2-TZVPD basis) for C46H64BN6O2S5SbTi as an isolated structure.

* energy relative to the best compared isomer or geometry (same formula, charge and spin): 0.0 kJ/mol
* LUMO (alpha / beta): 0.0164 / 0.0050 hartree
* E: -5375.98300 a.u.
* frontier orbital gap (alpha / beta): 6.18 / 7.03 eV
* multiplicity: 3

Positions of all 126 atoms, in Å:
Ti1 0.82449 0.47298 0.32244
C1 -3.19817 -1.62774 3.65824
C2 -2.44708 -2.94299 3.43644
C3 -1.23578 -3.06275 4.35926
C4 -3.41148 -4.09415 3.71898
N1 -1.96959 -3.06407 2.02082
C5 -2.15325 -4.19643 1.23959
C6 -1.48411 -4.00394 0.09031
N2 -0.87447 -2.76861 0.14993
B1 -0.16965 -2.08872 -1.03712
N3 1.21437 -2.68523 -1.32640
C7 1.75895 -3.86613 -0.87276
C8 3.01705 -3.95046 -1.34558
N4 3.25964 -2.80596 -2.09423
C9 2.13568 -2.02547 -2.07625
S1 1.85257 -0.50958 -2.78872
C10 4.55146 -2.48667 -2.76572
C11 5.13973 -1.21359 -2.15576
C12 4.32298 -2.34689 -4.26985
C13 5.53125 -3.63289 -2.52714
N5 -1.02789 -2.14439 -2.29803
C14 -0.89347 -3.02692 -3.34960
C15 -1.80275 -2.69786 -4.28322
N6 -2.51274 -1.60191 -3.80759
C16 -2.02613 -1.26417 -2.57007
S2 -2.53518 -0.03879 -1.51864
C17 -3.59024 -0.90227 -4.55749
C18 -3.79766 -1.59861 -5.90076
C19 -3.16863 0.54340 -4.82182
C20 -4.89903 -0.97666 -3.77011
C21 -1.18637 -2.18865 1.33073
S3 -0.67228 -0.65697 1.93543
H1 -3.72929 -1.69196 4.60941
H2 -3.92698 -1.46068 2.86206
H3 -2.52749 -0.77562 3.70753
H4 -1.56202 -3.00583 5.39936
H5 -0.53168 -2.25204 4.17951
H6 -0.73300 -4.01997 4.20207
H7 -3.80711 -3.96060 4.72466
H8 -2.91551 -5.06593 3.68860
H9 -4.25356 -4.09533 3.02467
H10 -2.75083 -5.02890 1.55544
H11 -1.42598 -4.62690 -0.78606
H12 -0.07198 -0.93921 -0.75654
H13 1.22054 -4.54158 -0.23005
H14 3.75123 -4.71930 -1.20207
H15 4.46016 -0.37299 -2.27567
H16 6.08680 -0.98323 -2.64816
H17 5.33442 -1.35936 -1.09095
H18 3.64409 -1.52739 -4.49123
H19 3.90247 -3.26975 -4.67502
H20 5.28002 -2.16167 -4.76117
H21 5.74460 -3.77342 -1.46617
H22 6.46893 -3.38222 -3.02193
H23 5.17257 -4.57253 -2.95053
H24 -0.13111 -3.78727 -3.36444
H25 -1.99339 -3.14430 -5.23977
H26 -2.90565 -1.55369 -6.52787
H27 -4.59883 -1.07932 -6.42587
H28 -4.10114 -2.63987 -5.77990
H29 -2.24021 0.56434 -5.39675
H30 -3.01844 1.08120 -3.88867
H31 -3.94730 1.04336 -5.40187
H32 -5.18741 -2.01901 -3.61647
H33 -5.68671 -0.48194 -4.34226
H34 -4.80153 -0.49203 -2.80196
O1 0.47992 2.06497 -0.84301
S4 0.93435 3.41153 -1.37880
C22 2.63015 3.60049 -0.81505
C23 3.43324 2.60092 -1.63299
C24 2.98661 2.79589 -3.07968
C25 1.46515 3.02010 -3.07235
H35 2.62461 3.44684 0.26147
H36 2.89236 4.63910 -1.04176
H37 3.20422 1.58329 -1.30802
H38 4.50488 2.75419 -1.50291
H39 3.23479 1.93302 -3.69633
H40 3.47707 3.67456 -3.50347
H41 0.88610 2.12837 -3.31625
H42 1.14007 3.83464 -3.71912
S5 1.40433 1.95743 2.24629
Sb1 -0.45912 3.24950 2.93707
C26 -1.23089 1.85225 4.52995
C27 -0.41390 0.86359 5.06615
C28 -0.83731 0.12486 6.16509
C29 -2.08244 0.36267 6.73184
C30 -2.89744 1.35815 6.20796
C31 -2.46214 2.11071 5.12413
C32 -2.04419 2.94725 1.53792
C33 -3.08981 2.06928 1.81521
C34 -4.13971 1.91028 0.92244
C35 -4.15795 2.62145 -0.26754
C36 -3.11498 3.48579 -0.56415
C37 -2.06878 3.64654 0.33291
C38 0.26469 5.20244 2.03144
C39 1.62456 5.49360 2.07875
C40 2.09784 6.74583 1.70223
C41 1.20996 7.73006 1.28943
C42 -0.15240 7.46124 1.27543
C43 -0.62068 6.21095 1.65921
H43 0.55436 0.66846 4.61742
H44 -0.19133 -0.64169 6.57863
H45 -2.41282 -0.21655 7.58604
H46 -3.86574 1.55826 6.65194
H47 -3.09946 2.90379 4.74223
H48 -3.08456 1.49184 2.72937
H49 -4.93775 1.21481 1.15168
H50 -4.96513 2.48054 -0.97507
H51 -3.10853 4.02881 -1.50168
H52 -1.26684 4.33040 0.08694
H53 2.32064 4.73374 2.41779
H54 3.16112 6.95599 1.74165
H55 1.57471 8.70740 0.99846
H56 -0.85280 8.23017 0.97107
H57 -1.69006 6.02309 1.64937
C44 2.74799 -1.90484 2.41628
C45 3.32205 -1.18329 1.20974
C46 4.41792 -0.20160 1.58712
O2 2.29409 -0.49177 0.53359
H58 3.52724 -2.47456 2.92883
H59 1.95649 -2.59018 2.10727
H60 2.31621 -1.18220 3.11149
H61 3.72086 -1.92401 0.50543
H62 4.01043 0.57237 2.23921
H63 4.82550 0.27640 0.69409
H64 5.23137 -0.70918 2.11036

Atoms 1-6, force components in eV/Å:
-0.3 -0.2 0.6
0.0 0.0 0.0
0.0 0.0 -0.1
0.0 0.0 0.0
0.0 0.0 0.0
0.0 0.0 0.0

These are the Löwdin partial charges, in e, on atoms 1 to 99: number 1, Ti, carries 0.4796; number 2, C, carries -0.0451; number 3, C, carries -0.5340; number 4, C, carries -0.0300; number 5, C, carries -0.0561; number 6, N, carries 0.0120; number 7, C, carries -0.0336; number 8, C, carries -0.0418; number 9, N, carries 0.0745; number 10, B, carries -0.7101; number 11, N, carries 0.0490; number 12, C, carries -0.0436; number 13, C, carries -0.0496; number 14, N, carries 0.0093; number 15, C, carries -0.6691; number 16, S, carries 0.7284; number 17, C, carries -0.5461; number 18, C, carries -0.0319; number 19, C, carries -0.0431; number 20, C, carries -0.0554; number 21, N, carries 0.0372; number 22, C, carries -0.0565; number 23, C, carries -0.0452; number 24, N, carries 0.0033; number 25, C, carries -0.6726; number 26, S, carries 0.7146; number 27, C, carries -0.5563; number 28, C, carries -0.0621; number 29, C, carries -0.0442; number 30, C, carries -0.0474; number 31, C, carries -0.5660; number 32, S, carries 0.7383; number 33, H, carries 0.0884; number 34, H, carries 0.0979; number 35, H, carries 0.0200; number 36, H, carries 0.0906; number 37, H, carries 0.0496; number 38, H, carries 0.0904; number 39, H, carries 0.0901; number 40, H, carries 0.0826; number 41, H, carries 0.0939; number 42, H, carries 0.1101; number 43, H, carries 0.1274; number 44, H, carries 0.0076; number 45, H, carries 0.1183; number 46, H, carries 0.1092; number 47, H, carries 0.0373; number 48, H, carries 0.0924; number 49, H, carries 0.0772; number 50, H, carries 0.0345; number 51, H, carries 0.0908; number 52, H, carries 0.0878; number 53, H, carries 0.0868; number 54, H, carries 0.0910; number 55, H, carries 0.0879; number 56, H, carries 0.1224; number 57, H, carries 0.1057; number 58, H, carries 0.0863; number 59, H, carries 0.0887; number 60, H, carries 0.0855; number 61, H, carries 0.0897; number 62, H, carries 0.0348; number 63, H, carries 0.0864; number 64, H, carries 0.0894; number 65, H, carries 0.0863; number 66, H, carries 0.0301; number 67, O, carries -0.6616; number 68, S, carries 1.0269; number 69, C, carries -0.3109; number 70, C, carries -0.2365; number 71, C, carries -0.2276; number 72, C, carries -0.2906; number 73, H, carries 0.0369; number 74, H, carries 0.1077; number 75, H, carries 0.0642; number 76, H, carries 0.1226; number 77, H, carries 0.0889; number 78, H, carries 0.1120; number 79, H, carries 0.0680; number 80, H, carries 0.0896; number 81, S, carries 0.1270; number 82, Sb, carries 1.2979; number 83, C, carries -0.3768; number 84, C, carries -0.1746; number 85, C, carries -0.1060; number 86, C, carries -0.1080; number 87, C, carries -0.0996; number 88, C, carries -0.1620; number 89, C, carries -0.3540; number 90, C, carries -0.1398; number 91, C, carries -0.1032; number 92, C, carries -0.1273; number 93, C, carries -0.0910; number 94, C, carries -0.1664; number 95, C, carries -0.3627; number 96, C, carries -0.1761; number 97, C, carries -0.1025; number 98, C, carries -0.1053; number 99, C, carries -0.0956